(1)
Entry from OMol25: C19H24N2OS in the gas phase (the ωB97M-V functional and the def2-TZVPD basis).

E_HOMO, Ha: -0.277
Total energy, eV: -35956.244
Net charge: 0
Energy above the lowest of the compared OMol25 structures with the same formula, charge and spin, kJ/mol: 23.5

Last column: Mulliken charge in e.
Atoms and positions in Å:
1 C -6.38968 -0.60801 -0.65607  -1.463
2 C -5.18825 -1.39396 -0.12583  0.162
3 C -5.40587 -1.79542 1.33451  -1.474
4 C -3.91470 -0.60011 -0.28327  0.863
5 C -3.72966 0.61240 0.36692  -0.355
6 C -2.56380 1.33911 0.22560  -0.940
7 C -1.53016 0.87087 -0.58389  1.304
8 N -0.37094 1.59167 -0.83063  -0.097
9 C 0.16653 2.54244 0.11229  -0.093
10 C 1.30812 3.33430 -0.53810  -1.241
11 C 2.54967 2.47041 -0.76193  -0.389
12 C 2.93769 1.76329 0.53755  -0.988
13 N 1.81474 1.02344 1.05965  0.091
14 C 1.70573 -0.32219 1.13673  0.969
15 O 0.76939 -0.87840 1.68113  -0.628
16 C 2.79116 -1.12237 0.51105  0.021
17 C 3.54971 -2.08745 1.10077  -0.576
18 C 4.39488 -2.76155 0.19121  -0.388
19 C 4.24727 -2.32167 -1.08313  -0.593
20 S 3.08156 -1.06538 -1.20061  -0.016
21 C 0.68092 1.85310 1.39498  -1.229
22 C -1.71274 -0.34926 -1.23569  -0.654
23 C -2.88197 -1.06496 -1.08742  -1.076
24 H -7.29441 -1.20924 -0.59077  0.446
25 H -6.53966 0.30141 -0.07939  0.291
26 H -6.23118 -0.33121 -1.69624  0.355
27 H -5.09241 -2.31022 -0.71970  0.383
28 H -6.28828 -2.42580 1.42668  0.453
29 H -5.54548 -0.91676 1.95938  0.283
30 H -4.54442 -2.34580 1.70611  0.353
31 H -4.50800 1.00603 1.00445  0.272
32 H -2.46668 2.27644 0.75217  0.260
33 H 0.34251 1.02244 -1.26627  0.167
34 H -0.63175 3.24010 0.38425  0.269
35 H 0.96280 3.74338 -1.48840  0.495
36 H 1.56580 4.16874 0.11764  0.427
37 H 3.37881 3.09366 -1.09913  0.414
38 H 2.36063 1.72426 -1.53579  0.117
39 H 3.78558 1.09534 0.38259  0.447
40 H 3.22393 2.51222 1.28709  0.383
41 H 3.50791 -2.29738 2.15413  0.464
42 H 5.07510 -3.54346 0.47717  0.410
43 H 4.74491 -2.65656 -1.97125  0.435
44 H -0.09429 1.20849 1.81445  0.609
45 H 0.97577 2.60176 2.13781  0.428
46 H -0.92002 -0.73608 -1.86220  0.350
47 H -2.99082 -2.00932 -1.60273  0.278


(2)
Entry from OMol25: 2 unconnected molecules or ions with the total composition C9H15N2 (the ωB97M-V functional and the def2-TZVPD basis).

E_HOMO, Ha: -0.403
Total energy, eV: -12546.864
Net charge: +1
Energy above the lowest of the compared OMol25 structures with the same formula, charge and spin, kJ/mol: 291.6

Last column: Mulliken charge in e.
Atoms and positions in Å:
1 C 1.12248 -0.05746 0.81496  -0.140
2 C 0.51210 1.19547 0.80563  -0.136
3 C -0.84303 1.50400 0.80380  -0.245
4 C -1.93388 0.63872 0.80281  -0.243
5 C -1.93225 -0.75406 0.80070  -0.261
6 C -0.84309 -1.61801 0.80189  -0.245
7 C 0.51283 -1.31152 0.80874  -0.208
8 H 2.22015 -0.05829 0.77125  0.509
9 H 1.19393 2.05660 0.79095  0.321
10 H -1.09004 2.57290 0.80365  0.335
11 H -2.92154 1.11411 0.80162  0.330
12 H -2.92197 -1.22943 0.79680  0.327
13 H -1.09057 -2.68834 0.79880  0.336
14 H 1.19534 -2.17025 0.79814  0.311
15 C 2.08486 0.15800 5.02522  -0.747
16 N 3.13441 0.13219 4.02051  -0.293
17 N 3.88626 -1.09020 4.12458  -0.315
18 C 5.28324 -0.81670 4.41579  -0.759
19 H 1.56196 1.11218 4.95083  0.353
20 H 1.35639 -0.65766 4.90611  0.283
21 H 2.56142 0.07336 6.00580  0.238
22 H 2.74152 0.17727 3.07997  0.170
23 H 3.78894 -1.57492 3.23308  0.199
24 H 5.80532 -1.77084 4.50252  0.337
25 H 5.77863 -0.21543 3.63851  0.305
26 H 5.32853 -0.28348 5.36949  0.238


(3)
Entry from OMol25: a gas-phase ion, C4H5N4O (charge +1) at a distorted geometry (the ωB97M-V functional and the def2-TZVPD basis).

E_HOMO, Ha: -0.487
Total energy, eV: -12223.724
Net charge: +1
Energy above the lowest of the compared OMol25 structures with the same formula, charge and spin, kJ/mol: 373.9

Last column: Mulliken charge in e.
Atoms and positions in Å:
1 C 2.10654 -1.06496 2.98453  -0.167
2 C -0.11720 -1.28562 -0.67184  -0.363
3 C 1.30677 -0.83051 1.91366  0.518
4 C -0.10596 -0.00376 0.15537  0.607
5 N 2.60563 -1.46501 3.99024  -0.328
6 N 0.74142 0.12029 1.27580  0.187
7 N 1.02630 -1.78071 -0.77144  -0.352
8 N -0.83043 0.99411 -0.22613  -0.244
9 O 1.13604 1.55490 1.51666  -0.490
10 H -1.00565 -1.47182 -1.11844  0.468
11 H 1.25148 -2.55329 -1.31490  0.261
12 H -1.45750 0.76814 -0.97291  0.262
13 H -0.94918 1.89268 0.22862  0.276
14 H 1.71113 1.50691 2.34751  0.364


(4)
Entry from OMol25: C19H16O5 in the gas phase (the ωB97M-V functional and the def2-TZVPD basis).

E_HOMO, Ha: -0.317
Total energy, eV: -30200.142
Net charge: 0
Energy above the lowest of the compared OMol25 structures with the same formula, charge and spin, kJ/mol: 29.0

Last column: Mulliken charge in e.
Atoms and positions in Å:
1 C -0.99177 3.53978 1.73871  -0.644
2 O -0.86087 2.17262 2.09711  -0.239
3 C -1.91669 1.38791 1.84618  0.709
4 O -2.95986 1.79380 1.41393  -0.608
5 C -1.60657 -0.05261 2.19474  -0.956
6 C -0.85269 -0.77654 1.06146  3.107
7 C -0.21055 0.21025 0.08998  -1.078
8 C -0.98453 0.80254 -0.90567  0.013
9 C -0.43658 1.74288 -1.74984  -1.144
10 C 0.90295 2.11771 -1.62504  0.996
11 O 1.34176 3.05855 -2.50347  -0.450
12 C 2.68134 3.48259 -2.42411  -0.854
13 C 1.67652 1.52706 -0.63296  -0.719
14 C 1.11809 0.58414 0.21395  -0.554
15 C -1.71980 -1.71657 0.21414  -0.313
16 O -2.88530 -1.58326 -0.04460  -0.591
17 C -0.83364 -2.83247 -0.17812  0.343
18 C -1.02329 -3.80675 -1.14250  -0.664
19 C -0.04215 -4.77617 -1.29334  -0.513
20 C 1.09458 -4.77571 -0.49425  -0.507
21 C 1.28388 -3.80625 0.47991  -0.750
22 C 0.31146 -2.83202 0.62736  0.410
23 C 0.23560 -1.71725 1.59060  -0.643
24 O 0.85809 -1.58376 2.61201  -0.606
25 H -0.16178 4.06108 2.20861  0.247
26 H -0.94280 3.64536 0.65252  0.236
27 H -1.94674 3.93431 2.09134  0.298
28 H -2.54680 -0.56947 2.39305  0.347
29 H -0.96899 -0.06551 3.08166  0.445
30 H -2.02696 0.54307 -1.00830  0.556
31 H -1.03211 2.21148 -2.51702  0.398
32 H 3.37619 2.65480 -2.59824  0.335
33 H 2.80178 4.22463 -3.21168  0.246
34 H 2.90031 3.94434 -1.45598  0.334
35 H 2.71215 1.79578 -0.49858  0.429
36 H 1.73377 0.15963 0.99164  0.530
37 H -1.91190 -3.80286 -1.75449  0.520
38 H -0.16539 -5.54785 -2.03863  0.409
39 H 1.83829 -5.54674 -0.63053  0.407
40 H 2.16100 -3.80251 1.10846  0.517


(5)
Entry from OMol25: a molecular structure, C7H14N at a distorted geometry (the ωB97M-V functional and the def2-TZVPD basis).

E_HOMO, Ha: -0.484
Total energy, eV: -8961.911
Net charge: +1
Energy above the lowest of the compared OMol25 structures with the same formula, charge and spin, kJ/mol: 691.4

Last column: Mulliken charge in e.
Atoms and positions in Å:
1 C 2.19115 -1.23084 1.32192  -0.408
2 C 1.32849 -2.47820 1.18114  -0.401
3 C -0.14475 -2.09910 1.27850  -0.395
4 C -3.19724 2.14555 -1.41056  -0.606
5 C -1.86383 2.30139 -1.24596  -0.250
6 C -0.98858 1.28469 -0.81736  0.330
7 C 0.34437 1.15573 -1.08334  -0.713
8 N 1.93196 -0.23475 0.28718  -0.289
9 H 3.23225 -1.56878 1.31747  0.333
10 H 1.98704 -0.74886 2.27431  0.252
11 H 1.48110 -3.01677 0.24197  0.309
12 H 1.55508 -3.19175 1.98545  0.272
13 H -0.80465 -2.92547 1.01482  0.366
14 H -0.37518 -1.88736 2.35718  0.317
15 H -3.83014 2.81263 -1.99495  0.275
16 H -3.72810 1.36879 -0.86233  0.266
17 H -1.54812 3.33378 -1.48341  0.315
18 H -1.47696 0.49988 -0.21749  0.188
19 H 0.77713 1.47747 -2.01621  0.339
20 H 2.79935 -0.07492 -0.23400  0.263
21 H 1.03542 0.54801 -0.24849  0.600
22 H -0.36293 -1.14724 0.77249  -0.362


(6)
Entry from OMol25: a molecular structure, C24H22AsN4O7SV (the ωB97M-V functional and the def2-TZVPD basis).

E_HOMO (alpha / beta), Ha: -0.409 / -0.400
Total energy, eV: -142896.735
Net charge: +1
Energy above the lowest of the compared OMol25 structures with the same formula, charge and spin, kJ/mol: 254.6
Spin multiplicity: 2

Last column: Löwdin spin population.
Atoms and positions in Å:
1 V 0.02343 0.33437 -0.19081  1.150
2 O -0.55614 -3.67595 1.31299  0.003
3 As -0.43320 -2.16151 2.27669  0.004
4 O 1.10918 -2.54448 -1.30720  0.001
5 O -0.12879 -1.00293 0.99312  0.017
6 C 1.44397 -2.45349 2.78393  -0.001
7 C 1.70255 -3.76344 3.17831  0.000
8 C 2.94466 -4.15554 3.66384  0.000
9 C 3.95870 -3.22329 3.78037  0.000
10 C 3.72221 -1.90866 3.40567  0.000
11 C 2.48221 -1.52526 2.91597  0.000
12 S 2.39160 0.19039 2.45028  -0.003
13 O 3.49247 0.87256 3.04840  0.000
14 O 2.67101 0.06220 0.89453  -0.019
15 O 1.07213 0.73445 2.64122  -0.005
16 H -1.45385 -4.01557 1.38945  0.000
17 H 0.92151 -4.50827 3.09701  0.000
18 H 3.10826 -5.18510 3.95254  0.000
19 H 4.92992 -3.50388 4.16374  0.000
20 H 4.50311 -1.16784 3.49954  0.000
21 C -3.17850 1.97665 2.41015  -0.001
22 C -2.10184 1.24466 1.89134  0.008
23 N -1.64909 1.43409 0.66406  -0.001
24 C -2.22442 2.39274 -0.09853  0.003
25 C -3.31058 3.15909 0.32426  0.000
26 C -3.79037 2.92152 1.62636  0.007
27 C -3.86060 4.13930 -0.56946  -0.001
28 C -3.33114 4.33670 -1.79795  -0.001
29 C -2.19724 3.57602 -2.24182  0.000
30 C -1.57390 3.73698 -3.49377  0.009
31 C -0.48339 2.96639 -3.81089  -0.001
32 C -0.00344 2.03343 -2.88011  0.010
33 N -0.57490 1.86406 -1.70295  0.001
34 C -1.65243 2.61438 -1.38871  0.004
35 H -3.50689 1.78040 3.42008  0.000
36 H -1.58768 0.49709 2.47872  0.000
37 H -4.62983 3.49434 1.99952  0.000
38 H -4.70959 4.72129 -0.23577  0.000
39 H -3.74762 5.07989 -2.46497  0.000
40 H -1.95740 4.47050 -4.19177  0.000
41 H 0.01935 3.06697 -4.76169  0.000
42 H 0.86216 1.41386 -3.07707  0.000
43 C 1.58731 -3.87538 -1.49893  0.000
44 C 0.03200 -2.18058 -1.96894  0.001
45 N -0.57869 -1.03506 -1.75752  -0.002
46 C -1.62375 -0.98363 -2.66544  0.002
47 C -1.65584 -2.12296 -3.38995  0.001
48 N -0.58034 -2.88170 -2.94628  0.000
49 H 2.45510 -3.96868 -0.85500  0.000
50 H 1.89092 -4.03408 -2.53666  0.000
51 H 0.83024 -4.59790 -1.19168  0.000
52 H -2.29518 -0.14449 -2.71271  0.000
53 H -2.31429 -2.46426 -4.16689  0.000
54 H -0.30062 -3.78493 -3.28622  0.000
55 C 2.44502 2.35410 0.02475  -0.010
56 C 1.95009 0.93116 -0.03082  -0.105
57 O 1.72375 0.33455 -1.14966  -0.069
58 H 3.26280 2.47211 -0.68939  -0.004
59 H 2.80581 2.61226 1.01771  0.000
60 H 1.65008 3.05043 -0.24500  0.000


(7)
Entry from OMol25: a gas-phase ion, C5H12N2O (charge +2) at a distorted geometry (the ωB97M-V functional and the def2-TZVPD basis).

E_HOMO, Ha: -0.675
Total energy, eV: -10389.053
Net charge: +2
Energy above the lowest of the compared OMol25 structures with the same formula, charge and spin, kJ/mol: 44.2

Last column: Mulliken charge in e.
Atoms and positions in Å:
1 C 1.94927 -0.66029 -0.39844  -1.092
2 C 0.76885 -1.07606 -0.03300  0.366
3 N 0.49642 -2.53519 -0.07281  -0.211
4 C -0.33579 -0.25972 0.59657  -0.806
5 C -0.27277 1.23139 0.26726  -0.286
6 N -1.52197 1.90680 0.77026  -0.261
7 C -0.26066 1.38597 -1.28806  -0.098
8 O -0.96787 0.70063 -1.95424  -0.367
9 H 2.22565 0.37487 -0.60164  0.223
10 H 2.78745 -1.24587 -0.77136  0.341
11 H 0.79938 -3.02606 0.77660  0.384
12 H 0.98404 -2.96730 -0.86176  0.397
13 H -0.49900 -2.78608 -0.12295  0.404
14 H -0.32038 -0.48789 1.67475  0.521
15 H -1.32052 -0.67582 0.33967  0.532
16 H 0.58994 1.69585 0.73933  0.371
17 H -2.36246 1.38542 0.50055  0.380
18 H -1.67046 2.82474 0.32772  0.372
19 H -1.48633 2.05478 1.78230  0.381
20 H 0.41722 2.15981 -1.67073  0.448